# 1
The following is a quantum chemistry calculation of a molecular structure, C37H73AlBN4O6P in a non-equilibrium geometry, from the OMol25 dataset.

Each line ends with the Mulliken spin population.
Element x y z (Å)
P: 0.44 -2.89 -2.20  0.0002
Al: -0.94 -1.00 -1.80  0.0011
O: -0.51 1.37 -3.87  0.0005
O: 5.78 -1.99 -1.81  0.6720
O: -2.38 -1.21 0.81  -0.0002
O: -1.75 -0.82 7.34  0.6428
O: -1.83 4.47 0.22  0.6510
O: -3.10 -0.22 1.33  0.0011
N: -2.00 4.78 -1.14  0.2725
N: -2.69 0.10 6.84  0.2783
N: 6.45 -3.17 -2.18  0.2494
N: -2.53 -1.93 -4.21  -0.0001
C: 8.34 -2.02 -3.41  0.0165
C: -2.71 -1.50 -2.80  0.0005
C: -4.19 -1.49 -2.13  -0.0004
C: -4.97 0.97 7.32  0.0139
C: 7.09 -2.93 -3.51  0.0323
C: -4.66 -1.51 6.79  0.0206
C: -3.78 6.56 -0.81  0.0181
C: -2.32 6.24 -1.23  0.0242
C: -3.77 -2.35 -4.93  0.0001
C: 2.42 -3.08 -0.05  0.0022
C: 7.36 -3.54 -1.05  0.0282
C: -2.60 0.07 5.34  0.0109
C: -5.32 -2.41 -4.45  -0.0002
C: 8.63 -2.65 -0.99  0.0152
C: -4.02 -0.25 7.44  0.0249
C: 7.76 -5.03 -1.17  0.0103
C: -3.24 -1.21 4.74  0.0259
C: 1.37 1.32 -1.97  0.0008
C: -4.82 5.64 -1.46  -0.0198
C: -4.64 -1.49 5.27  -0.0182
C: 6.66 -3.46 0.35  -0.0129
C: -2.69 2.35 -1.33  -0.0686
C: -1.37 7.13 -0.36  -0.0085
C: -3.94 -0.49 8.98  -0.0073
C: 9.33 -2.48 -2.34  -0.0149
C: -5.60 -1.93 -2.87  0.0001
C: -4.46 4.17 -1.25  0.0233
C: -1.12 0.19 4.85  -0.0072
C: -1.20 -0.58 0.18  0.0011
C: 1.96 -2.30 -3.20  0.0022
C: -2.06 6.75 -2.67  0.0113
C: -3.29 1.31 4.72  0.0288
C: 0.90 -3.56 -0.47  -0.0003
C: 6.08 -2.31 -4.54  -0.0123
C: 7.49 -4.28 -4.18  0.0112
C: -2.96 3.82 -3.26  0.0189
C: -3.01 3.83 -1.70  0.0584
B: -0.02 0.69 -2.65  0.0034
H: -6.65 -1.96 -2.37  0.0000
H: -1.07 0.23 3.75  -0.0004
H: 6.87 -5.66 -1.31  -0.0058
H: -5.18 3.55 -1.79  0.0001
H: -4.49 1.88 7.68  -0.0080
H: -1.69 2.07 -1.67  0.0134
H: -1.20 0.58 0.44  -0.0004
H: 1.18 1.85 -0.95  -0.0009
H: 8.86 -1.99 -4.38  0.0009
H: -4.35 1.18 4.53  0.0013
H: -2.09 7.84 -2.72  0.0005
H: 1.58 -1.76 -4.19  0.0002
H: -1.54 8.19 -0.55  0.0001
H: 2.37 -1.94 0.18  0.0002
H: 0.18 2.08 -4.11  -0.0002
H: 8.45 -5.23 -1.98  0.0012
H: -3.40 1.66 -1.80  -0.0027
H: -4.58 3.93 -0.18  0.0025
H: 3.19 -3.32 -0.91  -0.0017
H: -3.59 -2.72 -6.05  0.0000
H: -3.39 -1.40 9.24  -0.0001
H: 6.42 -2.44 0.65  0.0000
H: -3.45 0.36 9.49  -0.0008
H: 7.52 -4.19 -5.27  0.0009
H: 8.49 -4.62 -3.90  0.0012
H: -3.89 6.48 0.28  0.0039
H: 8.26 -5.38 -0.25  0.0002
H: -0.25 -1.03 0.76  0.0000
H: -6.18 -2.80 -5.16  0.0000
H: 2.50 -3.29 -3.58  0.0000
H: -2.61 -2.09 4.95  -0.0037
H: -5.33 1.15 6.31  0.0021
H: -4.27 -1.15 -1.00  0.0001
H: -3.28 -1.14 3.64  0.0039
H: -5.70 -1.61 7.13  0.0001
H: -1.52 6.98 0.72  0.0006
H: -1.94 3.96 -3.63  -0.0122
H: -4.94 -0.60 9.42  0.0002
H: 1.87 2.13 -2.68  0.0003
H: -5.80 5.84 -1.02  0.0018
H: 7.30 -3.87 1.14  0.0002
H: 8.04 -0.99 -3.19  0.0014
H: -4.03 7.60 -1.06  0.0010
H: 2.64 -1.62 -2.53  -0.0020
H: -5.88 0.82 7.92  0.0006
H: -3.16 2.20 5.35  -0.0179
H: 6.54 -2.20 -5.52  -0.0005
H: 10.13 -1.74 -2.24  0.0019
H: -4.14 -2.41 7.13  0.0029
H: -5.00 -2.45 4.89  0.0020
H: -0.49 -0.66 5.14  0.0002
H: -5.35 -0.74 4.89  0.0011
H: 5.73 -4.05 0.35  0.0027
H: -3.60 4.58 -3.72  0.0014
H: 9.81 -3.42 -2.63  0.0004
H: 2.73 -3.74 0.88  0.0001
H: 6.77 -5.07 -3.95  -0.0077
H: 9.35 -3.06 -0.27  0.0006
H: 5.20 -2.95 -4.65  0.0028
H: -2.78 6.40 -3.40  0.0013
H: -4.91 5.87 -2.53  0.0007
H: 8.37 -1.65 -0.61  0.0030
H: -1.06 6.44 -3.02  -0.0066
H: -4.08 -0.41 1.22  -0.0002
H: 2.18 0.47 -1.83  -0.0008
H: -0.66 1.11 5.23  -0.0014
H: 5.74 -1.31 -4.25  0.0004
H: -0.32 6.91 -0.59  0.0000
H: 0.85 -4.74 -0.54  -0.0001
H: 0.07 -3.23 0.30  0.0000
H: -2.75 2.15 -0.25  0.0073
H: -3.32 2.87 -3.67  0.0009
H: -2.86 1.57 3.74  0.0042

Summary:
- Energy: -74345.253 eV
- ⟨S²⟩: 3.76
- Charge: -1
- HOMO-LUMO gap (spin up / spin down): 5.80 / 5.05 eV
- Multiplicity: 4



# 2
The following is a quantum chemistry calculation of a molecular structure, C37H76F24N9O22S8 in a non-equilibrium geometry, from the OMol25 dataset.

Each line ends with the Mulliken charge.
Element x y z (Å)
S: -28.13 -5.79 7.79  1.0082
S: -14.96 -5.69 19.61  1.0060
S: -22.25 -17.07 10.99  0.9619
S: -23.98 -16.36 9.05  0.8825
S: -25.64 -5.23 8.59  0.9539
S: -30.17 -7.09 18.28  1.0005
S: -14.15 -3.70 20.81  0.9636
S: -31.31 -9.16 17.21  0.9449
F: -23.67 -17.49 6.57  -0.2229
F: -31.65 -9.52 14.64  -0.1939
F: -29.27 -8.14 8.68  -0.2356
F: -28.28 -5.59 16.88  -0.2257
F: -32.96 -7.93 15.56  -0.2211
F: -16.61 -5.82 17.52  -0.2487
F: -12.37 -1.75 21.61  -0.2219
F: -26.45 -3.20 10.28  -0.2332
F: -15.69 -7.66 18.11  -0.2163
F: -24.23 -3.41 9.85  -0.1994
F: -19.97 -18.02 10.00  -0.2173
F: -11.95 -2.51 19.52  -0.2233
F: -23.44 -18.86 8.28  -0.2135
F: -30.12 -4.70 17.07  -0.2491
F: -30.50 -6.99 7.28  -0.2006
F: -30.30 -6.30 9.37  -0.2294
F: -19.93 -17.90 12.20  -0.2078
F: -19.74 -16.10 11.07  -0.2467
F: -25.43 -18.18 7.72  -0.2072
F: -14.53 -6.22 16.94  -0.2209
F: -13.61 -1.13 19.99  -0.2176
F: -28.86 -4.78 18.79  -0.2279
F: -25.36 -4.72 11.19  -0.2307
F: -33.49 -10.00 15.78  -0.1972
O: -14.05 -6.75 20.04  -0.6450
O: -13.44 -4.47 21.81  -0.5899
O: -22.85 -18.39 11.20  -0.6285
O: -15.36 -3.03 21.24  -0.6009
O: -24.57 -6.23 8.70  -0.5989
O: -22.57 -16.14 12.06  -0.6455
O: -28.72 -4.48 7.50  -0.6550
O: -24.27 -8.47 15.09  -0.3219
O: -17.95 -11.67 9.16  -0.3349
O: -31.41 -6.65 18.90  -0.5943
O: -29.26 -7.81 19.22  -0.6650
O: -23.05 -14.17 20.07  -0.2736
O: -25.87 -17.30 18.48  -0.3651
O: -24.99 -16.67 10.08  -0.5840
O: -16.27 -5.53 20.29  -0.6558
O: -24.20 -15.11 8.36  -0.6238
O: -17.90 -15.23 5.63  -0.3380
O: -25.66 -4.33 7.40  -0.5740
O: -32.17 -9.10 18.42  -0.5948
O: -34.48 -2.14 12.12  -0.3661
O: -30.54 -10.43 17.16  -0.6455
O: -27.51 -6.48 6.68  -0.6537
N: -36.84 -1.98 10.47  -0.2429
N: -26.73 -8.33 13.60  -0.2300
N: -27.25 -5.85 8.97  -0.3385
N: -23.24 -16.98 19.50  -0.2297
N: -22.31 -16.50 9.52  -0.2904
N: -19.38 -13.24 7.25  -0.0112
N: -14.34 -4.35 19.25  -0.3434
N: -30.33 -7.75 16.87  -0.3455
N: -21.99 0.07 20.40  0.1097
C: -19.87 -11.89 7.76  -0.8228
C: -12.91 -2.17 20.43  0.6047
C: -23.59 1.93 21.45  -0.0353
C: -23.00 0.50 21.48  -0.5918
C: -21.52 -1.39 20.80  -0.9253
C: -21.93 -14.90 19.56  -0.5998
C: -22.48 -15.96 18.62  -0.5655
C: -23.60 -18.27 18.76  -0.8725
C: -15.44 -6.39 17.89  0.6093
C: -17.34 -11.59 10.45  -0.7617
C: -33.18 -2.47 12.37  -0.7882
C: -26.09 -9.65 13.83  0.1207
C: -19.30 -14.94 5.57  -0.5637
C: -29.66 -6.87 8.31  0.5433
C: -37.00 -0.32 12.36  -1.4068
C: -24.15 -17.84 7.79  0.6713
C: -20.35 -17.33 11.08  0.5769
C: -25.14 -9.57 15.02  -0.7913
C: -23.68 -8.25 16.35  -0.7745
C: -22.69 0.07 19.00  -0.7313
C: -32.46 -9.17 15.63  0.6313
C: -36.23 -0.75 11.12  0.1485
C: -21.73 -0.23 17.82  -0.6478
C: -19.76 0.71 19.24  -0.5721
C: -22.81 -13.00 20.86  -0.7557
C: -19.38 -11.59 9.17  -0.4477
C: -34.75 -1.01 11.31  -0.7535
C: -29.28 -5.48 17.73  0.5890
C: -25.39 -4.05 10.06  0.6460
C: -20.73 1.01 20.43  -0.6157
C: -17.46 -16.61 5.51  -0.7174
C: -26.82 -17.13 17.45  -0.6954
C: -20.58 0.81 17.89  -0.6842
C: -25.35 -9.97 12.48  -1.4487
C: -19.57 -13.51 5.79  -0.6006
C: -24.84 2.15 22.23  -1.5380
C: -24.81 -18.07 17.86  -0.5853
H: -19.74 -10.61 9.46  0.4021
H: -18.95 1.43 19.11  0.3663
H: -23.52 -0.64 19.04  0.3913
H: -17.30 -10.52 10.66  0.3026
H: -22.83 -8.90 16.53  0.3127
H: -25.92 -9.75 11.57  0.4451
H: -20.61 -13.33 5.52  0.4255
H: -21.11 -1.40 21.81  0.3431
H: -18.97 -12.79 5.23  0.3854
H: -20.93 -12.00 7.55  0.4971
H: -24.43 -17.63 16.94  0.4755
H: -19.59 -15.24 4.56  0.4090
H: -25.64 -9.71 15.98  0.5880
H: -19.70 -15.65 6.28  0.3282
H: -24.75 2.30 23.30  0.3744
H: -22.48 0.28 22.41  0.4303
H: -22.66 -18.70 18.41  0.3966
H: -19.79 -13.99 7.79  0.2837
H: -19.77 -12.36 9.83  0.3649
H: -21.31 -1.24 17.92  0.2965
H: -20.38 0.91 21.46  0.4576
H: -23.22 -7.27 16.45  0.2710
H: -19.97 0.50 17.04  0.3664
H: -19.35 -0.30 19.35  0.2960
H: -22.33 -0.17 16.92  0.4105
H: -22.95 2.78 21.66  0.3375
H: -23.17 1.03 18.80  0.3524
H: -25.24 -19.04 17.63  0.5103
H: -32.74 -1.60 12.85  0.3105
H: -26.89 -10.37 13.97  0.3446
H: -24.08 -16.49 19.80  0.4100
H: -19.54 -11.09 7.09  0.3585
H: -23.85 -18.92 19.60  0.4097
H: -25.29 3.11 21.98  0.4064
H: -38.05 -0.13 12.14  0.3930
H: -23.36 -15.67 18.04  0.4018
H: -21.65 -16.47 18.14  0.3767
H: -17.81 -11.98 11.35  0.3335
H: -20.70 -1.74 20.18  0.4306
H: -21.08 2.04 20.28  0.3691
H: -26.25 -16.75 16.60  0.3449
H: -26.79 -7.97 12.65  0.3129
H: -24.44 -9.38 12.46  0.3821
H: -34.32 -1.17 10.32  0.4351
H: -36.33 -2.72 10.92  0.3444
H: -18.10 -17.23 6.15  0.2830
H: -21.24 -14.35 18.91  0.4066
H: -27.62 -8.32 14.07  0.3174
H: -34.05 -0.22 11.60  0.5609
H: -24.58 -10.51 14.97  0.3564
H: -16.41 -12.12 10.25  0.2572
H: -37.78 -2.13 10.79  0.3303
H: -27.55 -16.37 17.74  0.2668
H: -22.07 -12.34 20.41  0.3119
H: -23.92 2.02 20.41  0.1767
H: -23.67 -12.36 21.06  0.2564
H: -23.82 -0.21 21.37  0.3291
H: -33.03 -3.27 13.10  0.2755
H: -32.63 -2.66 11.45  0.3499
H: -37.02 -1.12 13.10  0.3855
H: -17.68 -16.94 4.50  0.3080
H: -25.63 1.43 22.00  0.3579
H: -22.79 -17.21 20.38  0.4060
H: -21.35 -15.42 20.32  0.3666
H: -22.32 -13.35 21.78  0.3146
H: -20.93 1.82 17.69  0.3443
H: -27.29 -18.10 17.29  0.2885
H: -25.09 -11.03 12.43  0.3960
H: -36.84 -1.87 9.46  0.3467
H: -22.49 -1.89 20.72  0.3955
H: -24.40 -8.32 17.17  0.3320
H: -36.67 0.59 12.87  0.3784
H: -26.15 -7.63 14.05  0.3786
H: -18.39 -13.17 7.41  0.3742
H: -36.48 -0.05 10.32  0.2995
H: -16.41 -16.88 5.59  0.2797

Summary:
- Energy: -249932.023 eV
- Charge: +1
- HOMO-LUMO gap: 5.89 eV



# 3
The following is a quantum chemistry calculation of 8 unconnected molecules or ions with the total composition C37H77F4N11O9S4 in a non-equilibrium geometry, from the OMol25 dataset.

Each line ends with the Mulliken spin population.
Element x y z (Å)
S: -14.16 -0.25 -21.09  -0.0395
S: -12.22 3.98 -13.49  -0.0005
S: -13.05 1.84 -14.43  0.0009
S: -15.18 -0.46 -19.04  -0.0918
F: -13.15 -1.13 -22.02  -0.0034
F: -15.26 -1.41 -17.75  -0.0052
F: -13.76 1.33 -15.72  -0.0012
F: -13.16 5.27 -13.07  0.0000
O: -13.72 1.01 -13.49  0.0001
O: -16.39 6.20 -12.50  0.0000
O: -11.63 1.50 -14.65  0.0003
O: -11.95 3.42 -12.14  0.0003
O: -15.34 -0.30 -21.90  0.0781
O: -16.50 -0.58 -19.48  0.2602
O: -13.54 1.09 -20.94  0.0729
O: -14.89 0.79 -18.35  0.2777
O: -11.19 4.64 -14.32  0.0001
N: -15.72 4.82 -14.38  0.0000
N: -7.77 1.32 -13.13  0.0000
N: -12.33 0.41 -8.98  -0.0001
N: -7.46 7.52 -14.07  0.0000
N: -17.28 -0.53 -15.16  0.0003
N: -17.99 -2.04 -16.55  0.0006
N: -13.58 3.31 -14.36  0.0001
N: -11.85 4.58 -18.17  -0.0020
N: -14.15 -1.23 -19.72  0.4503
N: -12.55 -1.74 -9.48  0.0000
N: -6.26 7.73 -12.21  0.0000
C: -13.09 4.10 -18.91  0.0001
C: -8.11 2.84 -13.60  0.0003
C: -11.91 2.88 -8.87  0.0003
C: -16.79 0.74 -14.75  0.0001
C: -6.42 0.79 -13.70  0.0001
C: -15.32 6.08 -15.17  0.0000
C: -7.59 7.74 -11.86  -0.0001
C: -20.01 -3.06 -17.59  0.0000
C: -14.92 4.59 -20.56  -0.0001
C: -6.20 7.62 -13.58  0.0000
C: -12.39 5.26 -16.94  -0.0007
C: -5.18 7.78 -11.26  0.0000
C: -7.81 7.37 -15.45  0.0000
C: -16.25 3.87 -12.20  -0.0001
C: -12.10 1.54 -8.14  -0.0004
C: -6.42 0.39 -15.26  -0.0001
C: -17.78 -0.77 -16.39  -0.0043
C: -12.55 -3.20 -9.35  -0.0001
C: -7.79 1.53 -11.60  -0.0004
C: -17.11 -1.78 -14.57  -0.0003
C: -11.01 3.40 -17.70  0.0025
C: -12.69 0.37 -10.28  -0.0004
C: -11.04 5.49 -19.02  -0.0001
C: -12.33 -0.85 -8.47  0.0000
C: -16.17 5.11 -13.00  0.0000
C: -17.61 -2.77 -15.43  0.0002
C: -9.97 3.22 -18.77  0.0000
C: -7.24 2.93 -11.32  -0.0001
C: -8.31 7.65 -13.00  0.0001
C: -5.09 -0.30 -15.85  0.0000
C: -12.84 -0.96 -10.62  0.0003
C: -14.07 5.15 -19.46  0.0012
C: -8.90 0.31 -13.54  -0.0003
C: -8.30 5.99 -15.66  0.0000
C: -9.71 4.65 -19.24  0.0001
C: -18.52 -2.57 -17.80  0.0008
C: -7.88 3.80 -12.41  0.0001
H: -9.79 0.50 -12.95  0.0004
H: -5.29 -0.73 -16.83  0.0000
H: -9.36 7.57 -13.22  0.0000
H: -17.71 -3.84 -15.37  0.0000
H: -12.79 1.28 -10.84  0.0005
H: -12.86 3.07 -9.37  0.0000
H: -14.25 4.14 -21.29  -0.0001
H: -18.03 0.06 -17.03  -0.0001
H: -12.00 -1.16 -7.49  0.0000
H: -8.52 8.17 -15.67  0.0000
H: -11.04 2.96 -9.52  -0.0002
H: -13.08 6.07 -17.20  0.0000
H: -9.16 2.75 -13.90  -0.0004
H: -12.70 3.57 -19.78  -0.0019
H: -8.53 -0.70 -13.35  -0.0001
H: -10.52 3.64 -16.76  -0.0002
H: -11.50 5.74 -19.97  0.0000
H: -9.34 5.79 -15.38  0.0001
H: -7.92 7.81 -10.84  0.0000
H: -10.41 2.55 -19.51  0.0001
H: -6.15 2.96 -11.26  0.0000
H: -16.40 4.10 -11.15  0.0000
H: -8.86 5.17 -18.80  0.0000
H: -8.02 5.71 -16.68  0.0000
H: -13.03 1.65 -7.59  0.0000
H: -7.25 0.70 -11.14  -0.0001
H: -14.94 4.18 -14.29  0.0000
H: -7.65 3.22 -10.35  0.0000
H: -4.37 0.52 -15.87  0.0000
H: -15.59 5.32 -21.01  0.0000
H: -7.72 5.24 -15.13  0.0000
H: -16.48 4.39 -14.87  0.0000
H: -17.82 -3.36 -18.07  -0.0003
H: -15.38 3.22 -12.20  0.0001
H: -13.03 -1.43 -11.58  0.0000
H: -13.57 -3.54 -9.54  0.0000
H: -6.18 -0.02 -13.00  0.0000
H: -20.37 -3.59 -18.47  0.0000
H: -11.66 2.56 -17.49  -0.0004
H: -6.94 7.61 -16.06  0.0000
H: -7.56 2.88 -14.54  0.0000
H: -7.41 4.75 -12.68  0.0000
H: -12.83 4.42 -16.40  0.0004
H: -8.83 1.53 -11.29  0.0003
H: -20.69 -2.24 -17.33  0.0000
H: -19.99 -3.73 -16.73  0.0000
H: -17.67 1.10 -14.21  0.0002
H: -13.74 6.13 -19.81  0.0001
H: -14.34 6.46 -14.89  0.0000
H: -13.48 3.41 -18.16  0.0043
H: -11.34 1.35 -7.38  0.0000
H: -4.89 8.83 -11.24  0.0000
H: -11.69 -3.55 -9.91  0.0000
H: -17.15 3.35 -12.54  0.0000
H: -14.72 5.50 -18.66  -0.0002
H: -9.07 2.70 -18.45  0.0000
H: -15.55 3.78 -20.17  -0.0005
H: -15.90 0.65 -14.13  0.0003
H: -16.59 1.49 -15.52  -0.0002
H: -12.25 -3.51 -8.35  0.0000
H: -16.05 6.88 -15.04  0.0000
H: -16.72 -1.78 -13.56  0.0000
H: -9.11 0.48 -14.60  0.0000
H: -15.29 5.67 -16.18  0.0000
H: -4.68 -1.03 -15.16  0.0000
H: -5.32 7.66 -14.20  0.0000
H: -9.39 4.50 -20.27  0.0000
H: -11.59 5.69 -16.34  0.0000
H: -11.66 3.57 -8.07  0.0000
H: -10.84 6.40 -18.45  0.0000
H: -5.47 7.44 -10.26  0.0000
H: -7.22 -0.31 -15.50  0.0000
H: -4.39 7.10 -11.57  0.0000
H: -6.58 1.29 -15.86  0.0000
H: -18.48 -1.81 -18.58  0.0008
H: -8.82 4.16 -11.98  0.0000
H: -5.68 1.58 -13.55  0.0000

Summary:
- Energy: -128592.001 eV
- ⟨S²⟩: 0.76
- Charge: +5
- HOMO-LUMO gap (spin up / spin down): 9.05 / 4.54 eV
- Multiplicity: 2